# 1
ORCA calculation (wB97M-V/def2-TZVPD) on a single C3H2N2O2 molecule in a non-equilibrium geometry.

```
9
Properties=species:S:1:pos:R:3:nbo_charge:R:1
O -1.4947 1.3495 -0.0023 -0.5436
C -0.3346 1.6117 -0.1236 0.6354
N -1.4719 -0.6370 1.5787 -0.1732
H -0.0592 2.6790 -0.3034 0.1429
O 0.7308 0.7091 -0.1154 -0.5828
H 1.7236 -1.8843 -1.3319 0.4077
N 1.0258 -1.9024 -0.5866 -0.5524
C -0.5893 -0.9949 0.9242 0.1544
C 0.4695 -0.9307 -0.0398 0.5117
```

## Properties
* HOMO: -10.677 eV
* total energy: -10215.7360 eV
* SMILES: [H]/N=C(/C#N)OC=O
* energy above the lowest of the compared OMol25 structures with the same formula, charge and spin: 236.7 kJ/mol

# 2
ORCA calculation (wB97M-V/def2-TZVPD) on a single C3H2N2OS2 molecule in a non-equilibrium geometry.

```
10
Properties=species:S:1:pos:R:3:nbo_charge:R:1
C 1.2751 0.6544 0.0482 0.0999
S 2.8212 1.1298 0.0825 0.0435
N -1.0078 -0.7291 0.3453 -0.3900
S -1.6129 -0.5446 -2.3335 0.0226
C -0.5468 -0.3260 -0.8415 0.4374
H 0.8788 0.7625 2.3722 0.2346
H -2.5081 -1.3008 -1.5322 0.1936
C 0.6108 0.3713 1.3765 -0.0364
O 0.6001 0.2367 -1.0491 -0.4448
N -0.5105 -0.2541 1.5317 -0.1603
```

## Properties
* HOMO: -9.252 eV
* total energy: -29838.4482 eV
* SMILES: S=c1cnnc(S)o1
* energy above the lowest of the compared OMol25 structures with the same formula, charge and spin: 226.4 kJ/mol

# 3
ORCA calculation (wB97M-V/def2-TZVPD) on a molecular structure, C3H2N2S in a non-equilibrium geometry.

```
8
Properties=species:S:1:pos:R:3:nbo_charge:R:1
N 0.3732 1.1367 -0.0451 -0.5337
H -1.7728 1.5198 -0.0901 0.2316
C -0.9204 -0.7567 0.0434 -0.0977
S 3.7191 -0.0657 0.3501 0.1869
N 0.3625 -1.1748 -0.0966 -0.5200
C -0.9601 0.6713 -0.0696 -0.1125
H -1.7448 -1.3093 -0.0586 0.1993
C 0.9434 -0.0213 -0.0336 0.6462
```

## Properties
* HOMO (spin up / spin down): -8.892 / -8.921 eV
* total energy: -16951.1812 eV
* energy above the lowest of the compared OMol25 structures with the same formula, charge and spin: 600.4 kJ/mol